The following is a quantum chemistry calculation of a structure of composition CF2O2 at a distorted geometry, from the OMol25 dataset.

```
5
CF2O2 | the OMol25 dataset | ωB97M-V/def2-TZVPD
C 0.67 0.04 0.04
O 1.63 -0.65 0.02
O -0.90 -0.80 -0.07
F 0.46 1.27 -0.03
F -1.85 0.14 0.04
```

Summary:
Relative energy (zero: lowest compared OMol25 entry of this formula, charge and spin)   0.424 eV
LUMO level (spin up / spin down)   0.27 / -3.42 eV
Orbital gap (spin up / spin down)   7.00 / 8.72 eV
Electronic energy   -10557.4219 eV
Spin multiplicity   3
Largest force on an atom   6.469 eV/A

Atomic partial charges in e from the Mulliken method, atoms 1 to 4: atom 1 (C): 0.3913, atom 2 (O): -0.3227, atom 3 (O): 0.1409, atom 4 (F): -0.1018


The following is a quantum chemistry calculation of a structure of composition C32H37Cl3GeKN4O3, from the OMol25 dataset.

```
81
C32H37Cl3GeKN4O3 | the OMol25 dataset | ωB97M-V/def2-TZVPD
K 0.65 0.22 -0.85
C -1.50 -3.59 -1.01
C -0.98 -3.65 -2.46
C -0.07 -2.49 -2.90
N 0.99 -2.25 -1.94
C 2.02 -3.02 -1.87
C 2.31 -4.04 -2.85
C 3.19 -5.10 -2.87
C 4.08 -5.56 -1.90
C 4.28 -4.95 -0.67
C 3.79 -3.78 -0.14
C 2.92 -2.75 -0.68
N 2.78 -1.59 -0.13
C 3.50 -1.28 1.09
C 3.02 0.02 1.73
C 1.78 -0.10 2.62
N 0.56 -0.29 1.87
C -0.55 -0.49 2.51
C -0.63 -0.48 3.95
C -1.69 -0.51 4.83
C -3.06 -0.61 4.62
C -3.65 -0.78 3.37
C -3.11 -0.88 2.11
C -1.76 -0.77 1.61
N -1.46 -0.89 0.36
C -2.44 -1.20 -0.65
C -2.72 -2.70 -0.76
H -0.69 -3.28 -0.35
H -1.77 -4.61 -0.72
H -1.83 -3.72 -3.15
H -0.40 -4.57 -2.57
H -0.66 -1.57 -2.98
H 0.29 -2.70 -3.91
H 1.70 -3.97 -3.74
H 3.16 -5.68 -3.79
H 4.64 -6.47 -2.11
H 4.95 -5.48 0.01
H 4.15 -3.56 0.85
H 4.58 -1.20 0.87
H 3.41 -2.07 1.85
H 2.86 0.78 0.97
H 3.84 0.39 2.37
H 1.72 0.80 3.26
H 1.95 -0.94 3.31
H 0.33 -0.39 4.44
H -1.39 -0.44 5.87
H -3.71 -0.59 5.49
H -4.74 -0.87 3.38
H -3.84 -1.06 1.33
H -2.06 -0.83 -1.61
H -3.40 -0.68 -0.50
H -3.46 -2.86 -1.56
H -3.20 -3.01 0.17
Cl -0.45 4.46 -5.25
Ge -0.65 2.65 -3.56
Cl 1.42 1.80 -3.53
Cl -1.73 0.92 -4.45
C -2.48 2.43 0.17
C -2.13 2.66 -1.28
O -2.90 3.18 -2.07
O -0.91 2.31 -1.65
H -2.65 3.41 0.62
H -1.70 1.89 0.70
H -3.41 1.87 0.23
C -0.04 3.44 2.48
C 0.64 3.60 1.15
O 1.46 2.80 0.77
C 0.25 4.74 0.25
C -0.68 5.71 0.62
C -1.08 6.68 -0.28
C -0.57 6.68 -1.57
C 0.36 5.72 -1.95
C 0.77 4.76 -1.04
H 0.17 2.45 2.87
H -1.12 3.58 2.41
H 0.35 4.19 3.18
H -1.10 5.70 1.62
H -1.81 7.42 0.01
H -0.91 7.41 -2.29
H 0.73 5.69 -2.97
H 1.47 3.98 -1.33
```

Summary:
Relative energy (zero: lowest compared OMol25 entry of this formula, charge and spin)   0.000 eV
LUMO level (spin up / spin down)   3.98 / 3.68 eV
Orbital gap (spin up / spin down)   5.25 / 4.94 eV
Electronic energy   -156300.4207 eV
Total charge   -2
Spin multiplicity   2
Largest force on an atom   0.571 eV/A

Atomic partial charges in e from the Mulliken method, atoms 1 to 4: atom 1 (K): 0.9657, atom 2 (C): -0.5151, atom 3 (C): -0.7061, atom 4 (C): -0.5728


The following is a quantum chemistry calculation of a structure of composition C54H40N4O3P2SSn at a distorted geometry, from the OMol25 dataset.

```
105
C54H40N4O3P2SSn | the OMol25 dataset | ωB97M-V/def2-TZVPD
Sn 0.28 0.11 1.20
O 4.87 -1.18 2.40
C 3.77 -1.17 1.90
N 2.78 -0.28 2.30
C 3.06 0.94 2.64
C 4.33 1.61 2.40
C 4.62 2.80 3.00
C 3.64 3.48 3.81
C 2.39 2.98 4.01
C 2.01 1.67 3.45
N 0.89 1.06 3.58
C -0.14 1.45 4.47
O 0.06 1.95 5.55
C -1.52 1.02 4.05
C -2.52 1.08 5.00
C -3.81 0.69 4.69
C -4.08 0.27 3.39
C -3.03 0.26 2.48
N -1.77 0.59 2.79
C 3.42 -2.30 0.91
C 4.60 -2.87 0.26
C 4.50 -3.97 -0.48
C 3.21 -4.68 -0.69
C 2.01 -4.02 0.07
N 2.22 -2.75 0.79
H 5.08 1.14 1.79
H 5.58 3.27 2.88
H 3.91 4.43 4.26
H 1.66 3.55 4.59
H -2.27 1.47 5.99
H -4.58 0.74 5.43
H -5.05 0.00 3.05
H -3.23 -0.06 1.46
H 5.57 -2.41 0.49
H 5.41 -4.35 -0.92
H 3.34 -5.75 -0.46
H 1.49 -4.67 0.79
O 1.85 0.49 -0.49
S 2.18 0.10 -1.91
C 1.76 -1.64 -2.19
C 2.80 -2.23 -3.04
C 3.09 -3.54 -3.04
C 2.44 -4.46 -2.08
C 1.24 -3.86 -1.29
C 0.87 -2.41 -1.52
P -0.55 -1.84 -0.58
C -1.90 -1.74 -1.82
C -1.63 -1.58 -3.16
C -2.67 -1.51 -4.09
C -3.99 -1.59 -3.66
C -4.25 -1.73 -2.31
C -3.22 -1.83 -1.39
C -1.06 -3.24 0.48
C -1.75 -4.33 -0.05
C -2.14 -5.37 0.76
C -1.88 -5.32 2.13
C -1.23 -4.22 2.65
C -0.79 -3.19 1.83
C 1.11 1.05 -2.95
C 1.56 1.06 -4.26
C 1.00 1.93 -5.19
C -0.01 2.81 -4.81
C -0.46 2.75 -3.49
C 0.08 1.88 -2.55
P -0.62 1.91 -0.84
C 0.24 3.26 0.05
C 1.37 3.87 -0.43
C 1.97 4.91 0.28
C 1.43 5.33 1.47
C 0.29 4.70 1.98
C -0.29 3.66 1.29
C -2.31 2.58 -1.13
C -3.32 1.67 -1.42
C -4.59 2.12 -1.72
C -4.86 3.47 -1.73
C -3.87 4.39 -1.40
C -2.59 3.96 -1.11
H 3.32 -1.58 -3.71
H 3.82 -3.90 -3.72
H 2.24 -5.42 -2.55
H 0.36 -4.50 -1.33
H -0.62 -1.48 -3.52
H -2.45 -1.39 -5.14
H -4.83 -1.53 -4.35
H -5.27 -1.80 -1.95
H -3.45 -2.03 -0.35
H -2.00 -4.36 -1.11
H -2.64 -6.21 0.32
H -2.20 -6.15 2.77
H -1.07 -4.17 3.72
H -0.21 -2.40 2.29
H 2.39 0.42 -4.58
H 1.33 1.93 -6.20
H -0.44 3.52 -5.49
H -1.22 3.45 -3.19
H 1.79 3.56 -1.39
H 2.87 5.40 -0.09
H 1.89 6.15 1.99
H -0.17 5.03 2.89
H -1.18 3.17 1.69
H -3.11 0.60 -1.43
H -5.39 1.40 -1.91
H -5.83 3.83 -2.02
H -4.08 5.44 -1.36
H -1.83 4.68 -0.86
```

Summary:
Relative energy (zero: lowest compared OMol25 entry of this formula, charge and spin)   0.000 eV
LUMO level   -6.87 eV
Orbital gap   5.79 eV
Electronic energy   -103978.4885 eV
Total charge   +2
Largest force on an atom   1.318 eV/A

Atomic partial charges in e from the Mulliken method, atoms 1 to 4: atom 1 (Sn): 2.6160, atom 2 (O): -0.5319, atom 3 (C): -0.3695, atom 4 (N): -0.2157


The following is a quantum chemistry calculation of a cluster of 2 separate species, C3H6FN in total at a distorted geometry, from the OMol25 dataset.

```
11
C3H6FN | the OMol25 dataset | ωB97M-V/def2-TZVPD
C -1.02 0.17 -0.05
C -0.72 -0.49 -1.17
C 1.72 -0.97 0.49
N 2.50 -0.11 1.10
F 1.74 -0.58 -0.79
H -0.62 1.13 0.15
H -1.90 -0.12 0.61
H -1.04 -1.43 -1.47
H -0.05 0.00 -1.93
H 2.58 0.11 2.03
H 2.88 0.69 0.65
```

Summary:
Relative energy (zero: lowest compared OMol25 entry of this formula, charge and spin)   2.379 eV
LUMO level   0.97 eV
Orbital gap   10.07 eV
Electronic energy   -7412.4824 eV
Largest force on an atom   2.828 eV/A

Atomic partial charges in e from the Mulliken method, atoms 1 to 4: atom 1 (C): -0.5151, atom 2 (C): -0.3970, atom 3 (C): -0.0533, atom 4 (N): -0.2477